1.
This record from the OMol25 dataset describes a structure of composition C24H26N6O3RuS2. The level of theory is the ωB97M-V functional and the def2-TZVPD basis.

The geometry in XYZ format:
```
62
C24H26N6O3RuS2, DFT the ωB97M-V functional and the def2-TZVPD basis
Ru -0.75555 0.89460 0.55817
N 1.74540 -2.56648 1.34213
C 1.19221 -1.39873 0.95639
S -0.05972 1.08505 2.68687
N 1.84353 -0.53216 0.28093
N 1.13621 0.62548 0.00093
C 1.78268 1.62346 -0.50961
C 3.19878 1.56924 -0.92812
C 4.13526 2.38911 -0.30426
C 5.46598 2.33958 -0.69051
C 5.86191 1.48510 -1.70945
C 4.92854 0.67032 -2.33654
C 3.60131 0.70596 -1.94281
C 1.00452 2.88142 -0.55216
C 1.49548 4.06844 -1.06986
C 0.72084 5.21514 -0.96365
C -0.51169 5.14835 -0.33943
C -0.95786 3.92231 0.13243
N -0.22701 2.81726 0.00539
H 1.32784 -3.05787 2.11658
H 2.74717 -2.64158 1.24402
H 3.82707 3.05049 0.49675
H 6.19284 2.96872 -0.19461
H 6.89923 1.45334 -2.01527
H 5.23663 0.00486 -3.13182
H 2.87261 0.06466 -2.42233
H 2.46970 4.09091 -1.53610
H 1.08715 6.15413 -1.35605
H -1.13136 6.02517 -0.21837
H -1.91599 3.79519 0.62160
C -3.89179 -0.08213 -2.03498
C -3.09640 1.10829 -1.53481
C -3.22502 2.30247 -2.46090
O -1.66485 0.70848 -1.50206
C -3.57487 1.48996 -0.11006
O -4.74465 1.81185 -0.02653
O -2.73262 1.42405 0.85886
H -3.56755 -0.37157 -3.03698
H -4.94442 0.19115 -2.06312
H -3.79311 -0.93164 -1.35626
H -2.94897 2.03123 -3.48408
H -2.59954 3.13223 -2.12536
H -4.25881 2.64021 -2.45703
H -1.19617 1.25160 -2.14749
N -1.35548 -2.11717 -1.02544
C -1.09591 -2.49299 0.20412
S -0.58494 -1.17737 1.42505
N -1.25901 -3.74594 0.58341
C -1.09268 -4.26652 1.91859
C -1.87956 -3.78698 2.95288
C -1.71122 -4.31291 4.22504
C -0.78519 -5.32202 4.44691
C -0.02015 -5.81169 3.39620
C -0.16900 -5.28110 2.12341
H -1.31338 -1.12388 -1.26382
H -1.72387 -2.75741 -1.71584
H -1.51505 -4.42575 -0.12292
H -2.61348 -3.01276 2.77011
H -2.31458 -3.93723 5.03975
H -0.66402 -5.73341 5.43978
H 0.69368 -6.60635 3.56535
H 0.42891 -5.64614 1.29693
```

Output
relative energy (zero: lowest compared OMol25 entry of this formula, charge and spin): 56.0 kcal/mol
highest occupied orbital energy (alpha / beta): -10.0 / -9.7 eV
F_max: 0.21 eV Å⁻¹
multiplicity: 2
<S²>: 0.756
E_tot: -64640.68522 eV
HOMO-LUMO gap (alpha / beta): 6.54 / 6.00 eV
LUMO level (alpha / beta): -3.484 / -3.737 eV
charge: +1

---

2.
This record from the OMol25 dataset describes a cluster of 3 separate species, C28H44N2O11PS2 in total. The level of theory is the ωB97M-V functional and the def2-TZVPD basis.

The geometry in XYZ format:
```
88
C28H44N2O11PS2, DFT the ωB97M-V functional and the def2-TZVPD basis
C 1.34835 4.49551 -5.59592
C 0.20393 3.90308 -4.78768
C 0.23992 2.34973 -4.83943
N 1.03885 1.83251 -3.69740
C 2.37066 1.72340 -3.90144
C 3.21579 1.31261 -2.91855
C 2.68806 0.99157 -1.66407
C 3.68532 0.60401 -0.59921
O 4.08966 1.42217 0.17433
O 4.18244 -0.63321 -0.76727
C 3.81922 -1.65705 0.16525
N 2.62098 -2.35823 -0.27853
C 1.31560 1.08545 -1.45075
P 0.62021 0.65316 0.17380
O 1.64080 0.17643 1.10410
O -0.48950 -0.39815 -0.20750
O -0.20539 1.90129 0.71228
C 0.48287 1.50499 -2.50367
C -0.99673 1.59277 -2.36992
C -1.72899 0.29967 -2.80349
C -3.21418 0.47646 -2.51256
O -3.50266 0.39699 -1.13081
O -0.96583 4.43754 -5.34449
C -2.17729 4.25249 -4.63582
C -2.21369 4.91157 -3.27787
C -3.13818 4.46713 -2.34063
C -3.20837 5.03539 -1.07688
C -2.35115 6.07424 -0.74497
C -1.43311 6.53092 -1.67887
C -1.36404 5.95997 -2.93998
H 1.31255 4.11965 -6.61571
H 2.31512 4.29407 -5.13816
H 1.22435 5.57525 -5.60722
H 0.35287 4.19840 -3.74254
H 0.78778 2.04877 -5.72673
H -0.74597 1.90854 -4.84055
H 2.74120 1.98073 -4.88092
H 4.27855 1.24076 -3.08937
H 4.64912 -2.35752 0.17397
H 3.72532 -1.22346 1.16042
H 2.04850 -1.74406 -0.84165
H 2.07182 -2.61283 0.53330
H -1.36634 -0.18149 0.16736
H 0.22883 2.75107 0.56605
H -1.38375 2.41147 -2.96627
H -1.28497 1.80039 -1.34568
H -1.34132 -0.55007 -2.25144
H -1.58813 0.11692 -3.87088
H -3.79789 -0.23948 -3.09448
H -3.53334 1.47362 -2.81057
H -3.42465 -0.50673 -0.79686
H -2.94667 4.69605 -5.26605
H -2.44344 3.19293 -4.54785
H -3.81002 3.65497 -2.58630
H -3.92919 4.65587 -0.36762
H -2.40260 6.52048 0.23731
H -0.76747 7.33800 -1.40817
H -0.65173 6.32552 -3.66657
C -2.75518 -3.85679 3.75301
C -1.36319 -3.62743 3.14621
C -1.55333 -3.46888 1.63213
S -3.20910 -2.80960 1.40314
O -4.00977 -3.77137 0.69431
O -3.11717 -1.44139 0.92052
C -3.67056 -2.80628 3.12844
H -2.74084 -3.77164 4.83765
H -3.11154 -4.85708 3.50017
H -0.92672 -2.71711 3.56138
H -0.68599 -4.44136 3.36931
H -0.84004 -2.77653 1.18986
H -1.51401 -4.42389 1.11169
H -4.73173 -3.02968 3.20849
H -3.46484 -1.81106 3.52183
C 3.95306 -5.37670 6.22175
C 3.45195 -4.35556 7.25304
C 2.11986 -3.79796 6.73449
S 1.39465 -5.10077 5.72785
O 1.32175 -4.64464 4.35763
O 0.21607 -5.62459 6.36742
C 2.75222 -6.25494 5.88466
H 4.78049 -5.96952 6.60677
H 4.29884 -4.85990 5.32409
H 3.29572 -4.85185 8.21204
H 4.17232 -3.55547 7.41241
H 1.42273 -3.55576 7.53223
H 2.26193 -2.93175 6.09120
H 2.85345 -6.81042 4.95551
H 2.50692 -6.93227 6.70186
```

Output
relative energy (zero: lowest compared OMol25 entry of this formula, charge and spin): 0.0 kcal/mol
highest occupied orbital energy: -11.8 eV
F_max: 0.97 eV Å⁻¹
E_tot: -86207.60862 eV
HOMO-LUMO gap: 7.79 eV
LUMO level: -3.993 eV
charge: +1

---

3.
This record from the OMol25 dataset describes a structure of composition CIN3O. The level of theory is the ωB97M-V functional and the def2-TZVPD basis.

The geometry in XYZ format:
```
6
CIN3O, DFT the ωB97M-V functional and the def2-TZVPD basis
C 1.38856 -0.29503 0.22429
N -0.72202 1.23178 0.29009
N -0.95125 0.36382 -0.38300
N -1.32238 -0.46865 -1.14314
O 1.61550 -0.61391 1.28466
I -0.34391 -2.22379 -1.36059
```

Output
relative energy (zero: lowest compared OMol25 entry of this formula, charge and spin): 13.7 kcal/mol
highest occupied orbital energy: -9.5 eV
F_max: 2.87 eV Å⁻¹
E_tot: -15652.02017 eV
HOMO-LUMO gap: 8.36 eV
LUMO level: -1.119 eV

---

4.
This record from the OMol25 dataset describes a cluster of 3 separate species, C15H36Br3O8PSi2 in total. The level of theory is the ωB97M-V functional and the def2-TZVPD basis.

The geometry in XYZ format:
```
65
C15H36Br3O8PSi2, DFT the ωB97M-V functional and the def2-TZVPD basis
C 0.47325 0.00725 4.11749
C 1.33402 0.81440 3.16212
O 2.01956 1.85821 3.85152
C 0.50197 1.48263 2.05477
Si 1.23542 1.55036 0.34371
C 1.87631 -0.13028 -0.14862
C 0.72975 -1.17773 -0.09170
C 1.24724 -2.48150 0.45309
O 1.96932 -3.23131 -0.12785
O 0.77682 -2.74627 1.72008
O -0.02241 1.79497 -0.73340
Si -0.86038 3.13078 -1.15763
Br -2.13552 3.85482 0.53348
P -2.28961 2.64076 -2.85822
O -3.04183 4.10739 -2.90902
O -3.34158 1.67213 -2.04457
C 2.51372 2.93873 0.03566
Br 2.21545 4.37038 1.33088
C 3.99611 2.58840 -0.04256
C 4.34367 1.73339 -1.26461
Br 4.63871 1.75492 1.59502
H -0.08897 -0.77527 3.60387
H 1.09616 -0.48782 4.87005
H -0.22513 0.67026 4.63697
H 2.09486 0.14553 2.72847
H 2.21162 1.55737 4.74602
H 0.24580 2.48461 2.40930
H -0.44364 0.94036 1.93024
H 2.22159 -0.07697 -1.18261
H 2.73481 -0.41897 0.46364
H 0.40424 -1.37992 -1.11320
H -0.12521 -0.84552 0.49737
H 1.50477 -2.94136 2.32348
H 0.06424 4.21072 -1.56163
H -3.51471 4.34104 -2.09813
H -3.49791 1.92565 -1.12311
H 2.28686 3.43483 -0.91249
H 4.55047 3.52358 -0.09273
H 3.55548 1.80256 -2.01952
H 4.44628 0.68158 -1.00850
H 5.27639 2.07635 -1.71107
C -3.83353 -3.16935 2.83759
C -2.92754 -2.06705 3.36116
C -2.76363 -0.94327 2.34786
O -1.65933 -2.59395 3.74733
H -3.40325 -3.61106 1.93418
H -3.94448 -3.95727 3.58200
H -4.82236 -2.78278 2.58696
H -3.34759 -1.66200 4.28454
H -2.30310 -1.32783 1.43225
H -2.12504 -0.15506 2.74882
H -3.72738 -0.50651 2.08255
H -1.23703 -2.95463 2.95644
C -1.04989 -2.67328 -5.62941
C -1.03271 -1.59690 -4.55737
C 0.27471 -0.82037 -4.54538
O -1.29475 -2.15431 -3.26994
H -0.25008 -3.39766 -5.44918
H -2.00020 -3.20619 -5.61974
H -0.89999 -2.24396 -6.62085
H -1.86014 -0.90414 -4.72441
H 1.11051 -1.49440 -4.33267
H 0.24982 -0.04902 -3.77396
H 0.46122 -0.34300 -5.50828
H -0.59222 -2.78710 -3.07655
```

Output
highest occupied orbital energy: -9.0 eV
F_max: 0.70 eV Å⁻¹
E_tot: -267696.55606 eV
HOMO-LUMO gap: 9.23 eV
LUMO level: 0.253 eV
SMILES: C[C@H](O)C[Si@@](CCC(=O)O)(O[Si@H](Br)P(O)O)[C@@H](Br)[C@H](C)Br.CC(C)O.CC(C)O

---

5.
This record from the OMol25 dataset describes the molecule C3H3N3O. The level of theory is the ωB97M-V functional and the def2-TZVPD basis.

The geometry in XYZ format:
```
10
C3H3N3O, DFT the ωB97M-V functional and the def2-TZVPD basis
O 2.68997 0.26966 -0.00774
N 1.96991 -0.68750 -0.12833
C 0.63195 -0.29162 0.16398
C -0.41114 -1.14484 0.13939
N -1.58999 -0.69148 -0.14310
N -1.25713 0.68410 -0.00532
C 0.00825 0.90846 -0.01336
H -0.30369 -2.27100 -0.02501
H -2.17764 1.26754 0.02850
H 0.43952 1.95667 -0.00903
```

Output
relative energy (zero: lowest compared OMol25 entry of this formula, charge and spin): 98.5 kcal/mol
highest occupied orbital energy: -9.3 eV
F_max: 7.70 eV Å⁻¹
E_tot: -9673.18336 eV
HOMO-LUMO gap: 9.07 eV
LUMO level: -0.246 eV
SMILES: O=Nc1cn[nH]c1